1.
Computed, not measured: C31H52BrN4P3Pb as an isolated structure in a non-equilibrium geometry, with the ωB97M-V functional and the def2-TZVPD basis.

The molar mass is 860.81 g/mol. As for the spin multiplicity: 1. The frontier orbital gap comes out at 3.5 eV. As for the maximum force: 0.109 hartree/bohr. As for the charge: +2.

Cartesian coordinates (Å):
N 2.492 -0.636 -8.424
C 2.557 -1.546 -7.468
C 1.805 -1.480 -6.283
C 0.870 -0.405 -6.039
C 0.866 0.563 -7.098
C 1.646 0.371 -8.247
C -0.084 -0.471 -4.924
Pb -2.197 0.811 -3.066
P -3.589 0.212 0.246
C -0.277 0.355 -3.747
C -0.159 -0.602 -2.496
C -1.145 -1.572 -2.207
C -1.023 -2.469 -1.143
C 0.179 -2.553 -0.411
C 1.270 -1.862 -0.957
C 1.093 -0.852 -1.918
Br 0.107 -3.527 1.153
H -0.520 -1.469 -4.846
H 0.142 1.369 -3.709
H 1.973 -2.272 -5.544
H 0.236 1.437 -7.042
H 3.253 -2.360 -7.644
H 1.602 1.078 -9.064
H -1.982 -1.761 -2.898
H 1.931 -0.305 -2.324
H -1.827 -3.146 -0.934
H 2.287 -2.083 -0.646
P -1.261 2.621 0.108
C -3.841 -1.623 0.474
C -4.855 -2.271 1.419
H -2.840 -2.001 0.733
H -4.068 -1.970 -0.549
H -4.662 -3.356 1.459
H -4.780 -1.928 2.455
H -5.891 -2.154 1.075
C -5.348 0.787 0.590
C -6.065 0.526 1.910
H -5.928 0.347 -0.239
H -5.307 1.874 0.418
H -7.065 0.968 1.869
H -6.212 -0.545 2.099
H -5.547 0.988 2.762
C -2.971 0.562 2.004
C -3.327 -0.187 3.288
H -3.222 1.629 2.143
H -1.875 0.499 1.891
H -2.865 0.347 4.129
H -4.397 -0.205 3.519
H -2.949 -1.214 3.329
C -0.611 2.857 1.846
C 0.306 4.025 2.225
H -0.103 1.911 2.087
H -1.510 2.905 2.478
H 1.319 3.923 1.814
H -0.096 5.005 1.938
H 0.410 4.030 3.318
C -2.147 4.251 0.030
C -2.631 4.736 -1.329
H -1.469 4.983 0.469
H -3.009 4.126 0.700
H -1.830 5.231 -1.888
H -3.037 3.925 -1.945
H -3.420 5.480 -1.176
C 0.299 2.967 -0.805
C 1.476 2.086 -0.367
H 0.526 4.028 -0.665
H 0.078 2.789 -1.872
H 2.045 1.739 -1.234
H 2.173 2.624 0.283
H 1.163 1.175 0.167
C 3.816 -2.620 4.437
N 4.060 -3.431 3.221
C 5.409 -3.199 2.664
N 5.656 -1.757 2.415
C 5.433 -1.004 3.669
N 4.067 -1.180 4.211
C 3.059 -0.582 3.349
P 3.026 -1.390 1.661
C 3.039 -3.183 2.213
C 4.855 -1.240 1.315
H 4.499 -2.966 5.231
H 2.768 -2.755 4.750
H 5.491 -3.749 1.719
H 6.151 -3.561 3.394
H 5.603 0.063 3.467
H 6.151 -1.373 4.425
H 2.059 -0.686 3.804
H 3.267 0.493 3.227
H 3.214 -3.811 1.337
H 2.067 -3.402 2.656
H 5.085 -0.178 1.157
H 5.063 -1.804 0.397

Formally, the Löwdin partial charges of the atoms, in units of the elementary charge, are as follows:
1 N 0.10
2 C -0.11
3 C 0.01
4 C -0.17
5 C 0.01
6 C -0.10
7 C 0.08
8 Pb 1.47
9 P 0.88
10 C -0.45
11 C -0.35
12 C -0.17
13 C -0.11
14 C -0.65
15 C -0.10
16 C -0.02
17 Br 0.97
18 H 0.14
19 H 0.10
20 H 0.12
21 H 0.11
22 H 0.13
23 H 0.12
24 H 0.10
25 H 0.13
26 H 0.10
27 H 0.06
28 P 0.92
29 C -0.44
30 C -0.14
31 H 0.04
32 H 0.06
33 H 0.09
34 H 0.05
35 H 0.08
36 C -0.41
37 C -0.14
38 H 0.08
39 H 0.06
40 H 0.09
41 H 0.05
42 H 0.07
43 C -0.44
44 C -0.14
45 H 0.06
46 H 0.04
47 H 0.09
48 H 0.05
49 H 0.08
50 C -0.41
51 C -0.12
52 H 0.07
53 H 0.07
54 H 0.06
55 H 0.07
56 H 0.09
57 C -0.41
58 C -0.15
59 H 0.07
60 H 0.08
61 H 0.08
62 H 0.03
63 H 0.08
64 C -0.43
65 C -0.15
66 H 0.09
67 H 0.03
68 H 0.06
69 H 0.07
70 H 0.05
71 C -0.16
72 N -0.16
73 C -0.16
74 N -0.16
75 C -0.17
76 N -0.17
77 C -0.35
78 P 0.99
79 C -0.41
80 C -0.34
81 H 0.13
82 H 0.13
83 H 0.12
84 H 0.13
85 H 0.13
86 H 0.13
87 H 0.08
88 H 0.08
89 H 0.08
90 H -0.01
91 H 0.08
92 H 0.08

=====

2.
Computed, not measured: C31H52BrN4P3Pt as an isolated structure in a non-equilibrium geometry, with the ωB97M-V functional and the def2-TZVPD basis.

The expectation value of S² is 2.011. The molar mass is 848.69 g/mol. As for the spin multiplicity: 3. The energy above the lowest of the compared OMol25 structures with the same formula, charge and spin comes out at 132.4 kJ/mol. The frontier orbital gap (alpha / beta) comes out at 4.9 / 5.6 eV. As for the maximum force: 0.076 hartree/bohr. As for the charge: +2.

Cartesian coordinates (Å):
N -5.670 2.378 -3.882
C -5.480 3.110 -2.773
C -4.360 2.925 -1.923
C -3.351 1.991 -2.320
C -3.599 1.199 -3.434
C -4.782 1.421 -4.192
C -2.015 1.954 -1.665
Pt -0.708 0.320 -1.349
P 1.960 -0.315 -1.387
C -0.820 1.911 -2.521
C 0.289 2.841 -2.233
C 1.573 2.581 -2.739
C 2.651 3.235 -2.240
C 2.523 4.154 -1.087
C 1.126 4.598 -0.815
C 0.078 3.987 -1.444
Br 2.979 3.260 0.564
H -2.042 2.661 -0.834
H -1.062 1.752 -3.576
H -4.275 3.518 -1.021
H -2.861 0.473 -3.780
H -6.231 3.904 -2.554
H -4.960 0.831 -5.114
H 1.745 1.749 -3.433
H -0.919 4.293 -1.128
H 3.636 2.956 -2.570
H 0.983 5.298 -0.008
P -1.331 -1.907 -1.557
C 3.312 0.630 -0.609
C 4.626 1.155 -1.124
H 3.280 0.488 0.497
H 3.250 4.964 -1.151
H 4.859 2.176 -0.738
H 5.430 0.534 -0.697
H 4.584 1.118 -2.244
C 2.837 -1.267 -2.948
C 3.953 -2.328 -2.927
H 3.156 -0.457 -3.613
H 2.017 -1.761 -3.480
H 4.142 -2.668 -3.966
H 4.918 -1.968 -2.543
H 3.691 -3.232 -2.366
C 2.135 -1.728 -0.093
C 3.522 -1.877 0.549
H 1.787 -2.667 -0.530
H 1.391 -1.499 0.673
H 3.596 -2.778 1.149
H 4.324 -1.856 -0.187
H 3.718 -1.052 1.231
C -1.404 -2.911 -0.061
C -1.508 -4.398 -0.417
H -2.299 -2.587 0.496
H -0.519 -2.709 0.562
H -2.524 -4.647 -0.771
H -0.788 -4.663 -1.202
H -1.271 -5.007 0.469
C -0.081 -2.698 -2.663
C -0.297 -2.213 -4.088
H -0.077 -3.793 -2.596
H 0.867 -2.368 -2.234
H -1.091 -2.784 -4.566
H -0.555 -1.143 -4.126
H 0.609 -2.344 -4.687
C -2.898 -2.346 -2.412
C -4.225 -2.216 -1.650
H -2.745 -3.404 -2.695
H -2.949 -1.744 -3.337
H -5.025 -2.582 -2.318
H -4.257 -2.823 -0.726
H -4.451 -1.161 -1.421
C -0.661 1.318 3.824
N -1.158 2.403 2.956
C -2.629 2.545 3.107
N -3.327 1.285 2.775
C -2.842 0.245 3.700
N -1.375 0.047 3.572
C -1.012 -0.551 2.294
P -1.390 0.626 0.905
C -0.742 2.254 1.560
C -3.203 0.907 1.360
H -0.819 1.614 4.875
H 0.414 1.181 3.643
H -2.988 3.349 2.449
H -2.845 2.796 4.163
H -3.358 -0.700 3.491
H -3.071 0.562 4.730
H 0.054 -0.808 2.277
H -1.566 -1.478 2.154
H -1.140 3.104 0.981
H 0.352 2.301 1.472
H -3.759 -0.024 1.178
H -3.652 1.671 0.708

Formally, the Löwdin partial charges of the atoms, in units of the elementary charge, are as follows:
1 N 0.07
2 C -0.11
3 C 0.00
4 C -0.24
5 C -0.04
6 C -0.10
7 C -0.31
8 Pt 0.77
9 P 0.97
10 C -0.36
11 C -0.18
12 C -0.06
13 C -0.05
14 C -0.58
15 C -0.05
16 C -0.02
17 Br 0.97
18 H 0.06
19 H 0.13
20 H 0.10
21 H 0.09
22 H 0.13
23 H 0.12
24 H 0.13
25 H 0.13
26 H 0.11
27 H 0.13
28 P 0.79
29 C -0.43
30 C -0.18
31 H 0.03
32 H 0.13
33 H 0.03
34 H 0.09
35 H 0.08
36 C -0.32
37 C -0.12
38 H 0.06
39 H 0.01
40 H 0.09
41 H 0.07
42 H 0.08
43 C -0.38
44 C -0.13
45 H 0.06
46 H 0.03
47 H 0.09
48 H 0.07
49 H 0.06
50 C -0.40
51 C -0.11
52 H 0.07
53 H 0.06
54 H 0.08
55 H 0.06
56 H 0.09
57 C -0.40
58 C -0.14
59 H 0.09
60 H -0.02
61 H 0.08
62 H 0.06
63 H 0.08
64 C -0.38
65 C -0.12
66 H 0.10
67 H 0.07
68 H 0.09
69 H 0.07
70 H 0.07
71 C -0.15
72 N -0.15
73 C -0.14
74 N -0.14
75 C -0.15
76 N -0.14
77 C -0.30
78 P 0.92
79 C -0.30
80 C -0.26
81 H 0.14
82 H 0.13
83 H 0.13
84 H 0.14
85 H 0.13
86 H 0.14
87 H 0.08
88 H 0.07
89 H 0.08
90 H 0.05
91 H 0.10
92 H 0.08